(1)
Density functional theory data (wB97M-V/def2-TZVPD) for 2 unconnected molecules or ions with the total composition C4H13N2Si in a non-equilibrium geometry.

Cartesian coordinates (Å):
C1 -0.333 -2.094 -0.733
C2 1.842 0.823 1.557
C3 0.056 1.420 -1.816
C4 -1.506 1.180 1.386
N1 -0.382 -3.420 -0.686
N2 -0.352 -1.178 0.078
Si1 0.013 0.133 1.020
H1 -0.278 -1.797 -1.838
H2 1.956 1.044 2.636
H3 2.547 -0.025 1.177
H4 2.097 1.680 1.058
H5 0.122 2.501 -2.017
H6 0.771 0.884 -2.337
H7 -0.892 0.901 -1.822
H8 -2.253 1.120 0.683
H9 -1.999 1.154 2.355
H10 -1.051 2.231 1.386
H11 -0.403 -3.888 -1.634
H12 -0.278 -3.964 0.293
H13 0.324 1.294 -0.747

Forces on the atoms, in the same order (eV/Å):
C 0.1 -2.3 -3.7
C -0.8 -4.0 -0.5
C -0.6 0.7 1.9
C 2.7 1.8 1.2
N 0.3 -1.6 2.0
N -0.5 -2.0 -1.1
Si 1.6 4.5 6.0
H 0.0 0.4 0.8
H -0.4 -0.7 -0.5
H -0.9 1.5 1.0
H 0.5 2.2 -1.6
H -0.6 -0.6 -0.1
H 1.4 -0.9 -1.3
H -0.6 0.6 -0.8
H -1.7 0.0 -1.9
H 0.3 -0.7 0.3
H -0.8 -1.1 -0.3
H 0.1 0.3 2.1
H -0.5 1.5 -3.3
H 0.4 0.4 -0.1

Properties
HOMO-LUMO gap (alpha / beta): 5.64 / 6.27 eV
Spin multiplicity: 3
Electronic energy: -15204.8561 eV
Net charge: +1
<S²>: 2.009
HOMO (alpha / beta): -9.4 / -14.4 eV

=====

(2)
Density functional theory data (wB97M-V/def2-TZVPD) for 6 unconnected molecules or ions with the total composition C15H28BCl10F3IO3 in a non-equilibrium geometry.

Cartesian coordinates (Å):
O1 -0.891 -0.188 0.671
C1 -1.296 0.881 1.492
C2 -0.964 2.277 0.881
C3 -0.046 2.182 -0.313
O2 -0.910 1.983 -1.390
B1 0.015 1.998 -2.548
O3 1.049 3.020 -2.117
C4 0.723 3.458 -0.827
I1 -0.532 5.213 -1.243
C5 -2.793 0.753 1.731
F1 -3.322 1.773 2.368
F2 -3.440 0.592 0.617
F3 -3.033 -0.344 2.467
H1 -0.328 -0.758 1.209
H2 -0.802 0.774 2.459
H3 -0.482 2.854 1.676
H4 -1.907 2.741 0.630
H5 0.736 1.394 -0.290
H6 -0.429 2.414 -3.600
H7 0.479 0.856 -2.566
H8 1.638 3.783 -0.345
Cl1 3.498 1.128 -0.712
C6 4.916 1.454 -1.734
C7 4.486 1.986 -3.084
Cl2 3.673 0.736 -4.058
H9 5.497 0.539 -1.824
H10 5.520 2.189 -1.206
H11 5.351 2.310 -3.651
H12 3.804 2.828 -2.977
Cl3 0.080 -5.023 0.528
C8 0.943 -4.762 2.065
C9 0.894 -3.327 2.530
Cl4 1.825 -2.240 1.467
H13 1.969 -5.094 1.925
H14 0.470 -5.404 2.808
H15 1.329 -3.253 3.527
H16 -0.123 -2.924 2.575
Cl5 -2.210 -3.354 2.615
C10 -3.785 -3.263 1.781
C11 -4.628 -4.488 2.007
Cl6 -3.953 -5.935 1.204
H17 -3.588 -3.098 0.724
H18 -4.299 -2.388 2.174
H19 -5.621 -4.323 1.591
H20 -4.732 -4.713 3.067
Cl7 -6.182 -0.814 3.377
C12 -7.714 -0.741 2.473
C13 -8.542 -1.986 2.656
Cl8 -7.814 -3.415 1.869
H21 -7.479 -0.566 1.425
H22 -8.262 0.121 2.851
H23 -9.523 -1.846 2.202
H24 -8.681 -2.220 3.708
Cl9 7.231 3.158 -5.878
C14 8.678 3.550 -4.918
C15 8.924 2.537 -3.828
Cl10 7.683 2.611 -2.553
H25 8.550 4.550 -4.509
H26 9.523 3.563 -5.605
H27 9.884 2.736 -3.351
H28 8.940 1.524 -4.223

Forces on the atoms, in the same order (eV/Å):
O -0.1 -0.3 0.3
C 0.5 0.6 -0.2
C 0.8 -0.7 1.3
C -1.3 1.5 -0.9
O 0.1 -0.3 -0.2
B 0.0 -0.3 -0.1
O 0.5 0.5 1.5
C 0.7 -2.1 -2.2
I -0.3 0.5 0.7
C 1.6 -0.8 0.0
F -0.4 1.2 0.9
F -1.0 -0.1 -1.7
F -0.3 -0.7 0.8
H 0.0 0.0 -0.3
H -0.2 0.1 0.2
H -0.2 0.2 0.0
H 0.1 0.5 -0.5
H -0.3 0.2 0.4
H -0.4 -0.3 -0.1
H 0.4 0.1 -0.4
H -0.2 0.3 0.5
Cl 0.1 -0.2 0.2
C -0.2 0.0 -0.1
C 0.0 0.2 0.0
Cl 0.0 0.0 0.0
H -0.1 0.0 0.0
H -0.1 0.1 0.0
H 0.1 0.0 0.0
H -0.2 -0.2 0.1
Cl 0.1 0.0 0.0
C -0.1 0.0 0.1
C -0.1 0.2 0.2
Cl 0.0 0.1 0.0
H 0.0 0.1 0.0
H -0.1 0.1 0.0
H 0.1 -0.1 0.0
H 0.7 -0.2 -0.1
Cl -0.7 -0.2 0.1
C -0.2 0.2 -0.1
C 0.0 0.0 0.0
Cl 0.0 -0.1 0.0
H 0.1 -0.1 0.0
H 0.0 -0.1 0.0
H 0.3 -0.1 0.0
H 0.1 0.0 0.0
Cl 0.0 0.0 0.0
C 0.0 0.1 0.0
C -0.2 0.1 0.0
Cl -0.3 0.2 0.1
H 0.1 -0.1 0.0
H 0.0 0.0 0.0
H 0.0 0.0 0.0
H 0.1 0.0 0.0
Cl 0.0 0.0 0.0
C 0.1 0.1 -0.1
C 0.2 0.0 0.1
Cl 0.4 0.0 -0.1
H -0.1 0.0 0.0
H 0.0 -0.1 0.0
H 0.0 0.1 0.0
H -0.1 0.0 0.0

Properties
HOMO-LUMO gap: 5.89 eV
Spin multiplicity: 1
Electronic energy: -164308.7538 eV
Net charge: -1
HOMO: -3.9 eV

=====

(3)
Density functional theory data (wB97M-V/def2-TZVPD) for a molecular structure, C27H26AsNNiO2S.

Cartesian coordinates (Å):
Ni1 1.297 -1.187 0.154
O1 2.230 -2.400 -1.210
N1 2.786 -3.450 -0.669
C1 3.076 -4.478 -1.489
C2 3.697 -5.617 -1.044
C3 4.031 -5.708 0.306
C4 3.715 -4.671 1.136
C5 3.057 -3.505 0.679
S1 2.597 -2.215 1.703
H1 2.773 -4.307 -2.511
H2 3.906 -6.416 -1.742
H3 4.529 -6.588 0.694
H4 3.952 -4.709 2.190
C6 2.595 5.404 1.272
C7 2.870 4.707 0.103
C8 2.279 3.472 -0.127
C9 1.395 2.916 0.796
C10 1.133 3.619 1.970
C11 1.728 4.854 2.207
As1 0.617 1.132 0.407
C12 -1.009 1.372 1.443
C13 -1.202 1.048 2.775
C14 -2.438 1.273 3.366
C15 -3.475 1.814 2.616
C16 -3.285 2.117 1.273
C17 -2.053 1.891 0.678
C18 -1.732 2.099 -0.753
C19 -2.617 2.540 -1.727
C20 -2.204 2.631 -3.050
C21 -0.912 2.271 -3.408
C22 -0.024 1.823 -2.437
C23 -0.431 1.752 -1.115
H5 3.054 6.368 1.454
H6 3.549 5.126 -0.631
H7 2.504 2.935 -1.042
H8 0.450 3.208 2.703
H9 1.508 5.390 3.123
H10 -0.396 0.596 3.342
H11 -2.599 1.012 4.405
H12 -4.441 1.985 3.075
H13 -4.109 2.518 0.693
H14 -3.636 2.798 -1.462
H15 -2.900 2.969 -3.808
H16 -0.603 2.322 -4.445
H17 0.972 1.501 -2.715
C24 -1.039 -2.895 -1.680
C25 -1.578 -2.025 -0.535
C26 -1.966 -2.934 0.643
C27 -2.824 -1.274 -1.021
O2 -0.632 -1.113 -0.121
H18 -1.772 -3.639 -2.017
H19 -0.136 -3.409 -1.344
H20 -0.762 -2.255 -2.522
H21 -2.690 -3.707 0.354
H22 -2.397 -2.325 1.443
H23 -1.064 -3.416 1.030
H24 -3.599 -1.953 -1.397
H25 -2.536 -0.582 -1.819
H26 -3.240 -0.687 -0.195

Forces on the atoms, in the same order (eV/Å):
Ni 0.0 0.3 0.3
O -0.2 0.1 -0.1
N 0.1 0.0 0.2
C 0.2 -0.3 -0.1
C -0.1 0.0 -0.2
C 0.1 -0.2 0.0
C -0.1 0.3 0.1
C 0.1 -0.1 0.2
S 0.3 -0.2 0.0
H 0.0 0.0 0.0
H 0.0 0.0 0.0
H 0.0 0.0 0.0
H 0.0 0.0 0.0
C 0.0 0.0 0.0
C 0.0 0.0 0.0
C 0.0 0.0 0.0
C 0.0 0.0 0.1
C 0.1 0.1 -0.1
C 0.0 -0.1 0.0
As -0.2 -0.2 -0.1
C 0.2 0.0 0.1
C 0.0 0.0 0.0
C 0.0 0.0 0.0
C 0.0 0.0 -0.1
C -0.2 0.0 0.1
C 0.0 0.1 -0.2
C -0.1 0.0 0.2
C -0.1 0.1 -0.1
C -0.1 0.0 0.0
C 0.0 0.0 0.0
C 0.0 0.0 0.0
C 0.1 0.0 0.0
H 0.0 0.0 0.0
H 0.0 0.0 0.0
H 0.0 0.0 0.0
H 0.0 0.0 0.0
H 0.0 0.0 0.0
H 0.0 0.0 0.0
H 0.0 0.0 0.0
H 0.0 0.0 0.0
H 0.0 0.0 0.0
H 0.0 0.0 0.0
H 0.0 0.0 0.0
H 0.0 0.0 0.0
H 0.0 0.0 0.0
C 0.0 0.0 0.0
C 0.1 -0.1 0.0
C 0.0 0.0 0.0
C 0.0 0.1 0.0
O -0.3 0.4 -0.2
H 0.0 0.0 0.0
H 0.0 0.0 0.0
H 0.0 0.0 0.0
H 0.0 0.0 0.0
H 0.0 0.0 0.0
H 0.0 0.0 0.0
H 0.0 0.0 0.0
H 0.0 0.0 0.0
H 0.0 0.0 -0.1

Properties
HOMO-LUMO gap (alpha / beta): 6.51 / 6.03 eV
Spin multiplicity: 2
Electronic energy: -146723.8045 eV
Net charge: -1
<S²>: 0.761
HOMO (alpha / beta): -3.6 / -3.1 eV

=====

(4)
Density functional theory data (wB97M-V/def2-TZVPD) for C4H4N2O2 in the gas phase in a non-equilibrium geometry.

Cartesian coordinates (Å):
O1 3.420 -0.263 -0.314
C1 2.191 -0.340 0.308
C2 1.227 0.758 0.248
C3 -0.036 0.285 0.176
N1 -1.292 0.947 0.111
N2 -2.322 0.202 -0.123
C4 -1.839 -1.011 -0.002
O2 -0.458 -1.043 0.018
H1 1.463 -1.314 0.761
H2 1.505 1.776 -0.400
H3 -1.472 2.002 -0.459
H4 -2.389 -2.000 -0.323

Forces on the atoms, in the same order (eV/Å):
O -7.1 -1.1 4.3
C 3.5 -0.3 -3.4
C 1.8 1.3 -2.3
C -3.2 -0.1 -1.2
N 2.7 7.5 -2.3
N -1.0 -5.0 0.5
C -1.8 -1.0 -2.4
O -0.2 1.0 1.4
H 3.5 1.9 -1.0
H -0.8 -2.6 2.4
H 1.4 -3.9 2.7
H 1.3 2.3 1.2

Properties
HOMO-LUMO gap: 8.57 eV
Spin multiplicity: 1
Electronic energy: -11282.5238 eV
SMILES: O=C/C=C1/NN=CO1
HOMO: -8.7 eV